[1]
Below is a cluster of 11 separate species, C44H66O33 in total in a non-equilibrium geometry, with properties calculated with ωB97M-V/def2-TZVPD.

Computed properties:
Maximum force, Eh/bohr: 0.158
Gap between HOMO and LUMO, eV: 9.7040
LUMO level, Ha: -0.0059
Energy relative to the best compared isomer or geometry (same formula, charge and spin), kJ/mol: 680.5
Charge: 0
E_HOMO, eV: -9.864
SMILES string: C[C@H]1COC(=O)O1.C[C@H]1COC(=O)O1.C[C@H]1COC(=O)O1.C[C@H]1COC(=O)O1.C[C@H]1COC(=O)O1.C[C@H]1COC(=O)O1.C[C@H]1COC(=O)O1.C[C@H]1COC(=O)O1.C[C@H]1COC(=O)O1.C[C@H]1COC(=O)O1.C[C@H]1COC(=O)O1

Each line ends with the Löwdin charge.
Geometry (Å):
C1 7.19814 -0.68161 -4.99740  -0.013
C2 5.84740 -0.12123 -5.38128  -0.355
C3 4.74024 -1.13972 -5.37553  -0.078
O1 3.72027 -0.43613 -4.63565  0.033
C4 4.26333 0.62501 -3.94530  -0.482
O2 3.68018 1.32736 -3.15469  0.141
O3 5.55357 0.83958 -4.38911  0.064
H1 7.92059 0.08473 -4.71650  0.089
H2 7.56633 -1.24997 -5.85151  0.092
H3 7.05782 -1.35461 -4.15153  0.093
H4 5.75949 0.41070 -6.32860  0.157
H5 5.00488 -2.04139 -4.82322  0.136
H6 4.37948 -1.42215 -6.36457  0.138
C5 1.52325 1.17224 -0.19271  0.007
C6 0.07821 1.54281 0.16795  -0.289
C7 -0.84923 1.83833 -1.03282  -0.025
O4 -2.05798 1.10109 -0.66855  0.047
C8 -1.78480 0.28566 0.38546  -0.533
O5 -2.56236 -0.50283 0.88217  0.121
O6 -0.56537 0.50335 0.86883  0.087
H7 2.18835 1.37688 0.64626  0.068
H8 1.92537 1.85148 -0.94439  0.077
H9 1.70531 0.14920 -0.52184  0.089
H10 -0.01192 2.37794 0.86259  0.136
H11 -0.54363 1.45998 -2.00830  0.118
H12 -1.02475 2.91362 -1.06515  0.132
C9 -3.22443 -1.32202 -2.20894  0.006
C10 -3.88607 -1.84357 -3.51673  -0.301
C11 -3.06898 -2.87038 -4.28853  -0.112
O7 -3.94856 -3.90699 -4.52308  0.122
C12 -5.00520 -3.76905 -3.75683  -0.550
O8 -5.93703 -4.57158 -3.66197  0.116
O9 -4.96210 -2.59378 -3.14216  0.089
H13 -2.81650 -2.08286 -1.54350  0.087
H14 -3.73980 -0.56785 -1.61419  0.070
H15 -2.36775 -0.68618 -2.43233  0.061
H16 -4.18707 -0.96083 -4.08088  0.153
H17 -2.17646 -3.08279 -3.69998  0.126
H18 -2.65425 -2.48354 -5.21937  0.123
C13 -5.99981 -1.24685 0.79622  0.002
C14 -7.44041 -1.78613 0.92413  -0.289
C15 -7.69853 -2.91362 -0.10234  -0.066
O10 -8.50275 -3.79978 0.70782  0.062
C16 -8.16107 -3.61925 1.98996  -0.487
O11 -8.36001 -4.47031 2.94778  0.057
O12 -7.75789 -2.35508 2.18435  0.092
H19 -6.16865 -0.20322 1.06162  0.082
H20 -5.58985 -1.23538 -0.21368  0.072
H21 -5.18442 -1.61023 1.42168  0.070
H22 -8.24183 -1.10414 0.64004  0.151
H23 -6.80042 -3.36858 -0.52008  0.120
H24 -8.35672 -2.57162 -0.90104  0.137
C17 0.12458 -3.97700 3.16373  -0.011
C18 0.31391 -2.67816 2.40022  -0.292
C19 0.85138 -1.53507 3.29064  -0.048
O13 1.98570 -1.01779 2.55442  0.075
C20 2.32433 -1.83148 1.60621  -0.557
O14 3.29704 -1.70330 0.82045  0.079
O15 1.45134 -2.84896 1.56404  0.088
H25 1.00863 -4.19131 3.76426  0.093
H26 -0.16395 -4.72764 2.42794  0.086
H27 -0.54437 -3.89076 4.01999  0.093
H28 -0.51633 -2.36294 1.76820  0.132
H29 1.08544 -1.89508 4.29249  0.140
H30 0.03736 -0.81079 3.26080  0.120
C21 5.51728 1.65048 0.02702  -0.004
C22 7.01500 1.54546 -0.26501  -0.337
C23 7.65942 2.87635 -0.30642  -0.045
O16 8.90933 2.63269 0.39807  0.145
C24 8.86908 1.57989 1.03161  -0.697
O17 9.70762 1.18050 1.78271  0.162
O18 7.70111 1.00837 0.80236  0.116
H31 5.02976 0.67838 0.10072  0.088
H32 4.98026 2.25625 -0.70287  0.074
H33 5.25161 2.20955 0.92423  0.079
H34 7.16776 0.94649 -1.16278  0.160
H35 7.07852 3.59108 0.27652  0.116
H36 7.76665 3.24934 -1.32499  0.145
C25 1.38925 1.46561 -6.12764  -0.012
C26 0.18777 0.84828 -5.47164  -0.301
C27 -0.33442 -0.45901 -6.01060  -0.133
O19 -0.60849 -1.09173 -4.85116  0.033
C28 0.16377 -0.61926 -3.79146  -0.547
O20 0.22594 -1.07809 -2.65856  0.149
O21 0.63044 0.46226 -4.20654  0.116
H37 1.05018 2.02896 -6.99700  0.094
H38 2.17976 0.74598 -6.34055  0.078
H39 1.91827 2.13688 -5.45115  0.091
H40 -0.56939 1.63084 -5.42262  0.163
H41 0.44107 -1.05319 -6.49399  0.144
H42 -1.21545 -0.38241 -6.64780  0.147
C29 1.60450 4.29997 3.71895  -0.009
C30 1.06641 2.93294 3.59556  -0.351
C31 1.65018 1.89669 4.54924  -0.060
O22 0.49663 1.24773 5.00840  0.146
C32 -0.46555 2.02392 4.87002  -0.669
O23 -1.51344 1.87386 5.45583  0.136
O24 -0.26492 2.94382 3.97304  0.142
H43 2.68393 4.32485 3.56953  0.088
H44 1.32606 4.83977 4.62404  0.106
H45 1.32996 4.94251 2.88237  0.088
H46 1.22232 2.51328 2.60174  0.133
H47 2.23780 2.42476 5.30020  0.144
H48 2.30679 1.35956 3.86480  0.138
C33 -4.79670 -5.46417 1.24827  0.026
C34 -3.92837 -4.44216 0.55787  -0.365
C35 -2.67395 -3.96026 1.16435  -0.061
O25 -1.69680 -4.06273 0.08484  0.110
C36 -2.24551 -4.69329 -0.89303  -0.606
O26 -1.66239 -5.08869 -1.93490  0.089
O27 -3.49478 -4.89966 -0.64680  0.126
H49 -4.21882 -6.29742 1.64807  0.100
H50 -5.70019 -5.64376 0.66556  0.098
H51 -5.19577 -4.94361 2.11883  0.075
H52 -4.53360 -3.56109 0.34453  0.131
H53 -2.32192 -4.50489 2.04044  0.125
H54 -2.74830 -2.97129 1.61659  0.109
C37 4.39144 7.41220 1.59049  0.015
C38 4.05792 6.53360 0.31109  -0.258
C39 4.40581 5.03658 0.44875  -0.089
O28 3.26492 4.30486 -0.03220  0.096
C40 2.32828 5.14176 -0.29697  -0.663
O29 1.25010 4.85947 -0.66985  0.184
O30 2.68580 6.31253 0.18579  0.077
H55 3.49380 7.92411 1.93733  0.085
H56 5.23398 8.08416 1.42715  0.078
H57 4.66098 6.78688 2.44163  0.071
H58 4.40470 6.90612 -0.65279  0.156
H59 4.69278 4.66252 1.43152  0.125
H60 5.34390 4.88658 -0.08564  0.112
C41 -4.57417 0.95263 6.12373  -0.003
C42 -4.71481 0.18957 4.77589  -0.330
C43 -3.44551 -0.21170 4.05297  -0.115
O31 -3.61492 -1.57470 3.74771  0.052
C44 -4.77007 -2.01225 4.28271  -0.498
O32 -5.10245 -3.17548 4.12574  0.129
O33 -5.47452 -0.98402 4.88414  0.087
H61 -4.13076 1.94262 6.01693  0.078
H62 -3.91992 0.32227 6.72596  0.086
H63 -5.54886 0.98613 6.61052  0.082
H64 -5.38572 0.75723 4.13111  0.147
H65 -2.56078 -0.06926 4.67351  0.111
H66 -3.27831 0.47996 3.22730  0.128

[2]
Below is a cluster of 7 separate species, C44H68F18IN6O16S in total in a non-equilibrium geometry, with properties calculated with ωB97M-V/def2-TZVPD.

Computed properties:
Maximum force, Eh/bohr: 0.112
Gap between HOMO and LUMO, eV: 6.7599
LUMO level, Ha: -0.1523
Charge: +1
E_HOMO, eV: -10.903

Each line ends with the Löwdin charge.
Geometry (Å):
N1 -3.14821 0.44833 2.70450  0.096
C1 -2.74372 1.13034 1.63744  -0.409
N2 -1.25250 1.33094 1.51289  0.043
N3 -3.70142 1.69363 0.65355  0.005
C2 -2.98667 2.35295 -0.48642  -0.256
C3 -3.97859 3.20336 -1.43983  -0.201
C4 -4.66577 2.16735 -2.45931  -0.188
C5 -4.47702 2.56663 -4.03663  -0.175
C6 -3.36625 1.58095 -4.61633  -0.146
C7 -3.88737 0.17925 -5.13076  -0.104
N4 -5.35927 -0.10882 -5.06035  0.044
C8 -2.91095 -0.89302 -5.73751  -0.010
C9 -3.57215 -2.25651 -6.22337  -0.156
C10 -2.78137 -3.58873 -5.76198  -0.183
C11 -3.76792 -4.83737 -6.15061  -0.178
C12 -3.08193 -5.62759 -7.40651  -0.226
S1 -1.61066 -6.64030 -6.88871  0.734
O1 -0.99213 -6.16960 -5.58789  -0.343
O2 -1.99039 -8.07991 -6.71267  -0.324
O3 -0.39532 -6.41651 -8.06074  -0.198
C13 -1.40846 -0.50262 -5.80859  -0.003
C14 -0.35385 -1.53793 -6.46589  -0.134
C15 -0.71057 -1.93229 -7.98829  -0.186
C16 0.00492 -0.92968 -9.06847  -0.176
C17 0.69040 -1.87334 -10.17707  -0.274
N5 2.09028 -2.20493 -9.73579  -0.019
C18 -0.96982 0.89488 -5.23266  -0.106
C19 0.57670 1.37011 -5.21925  -0.152
C20 0.89766 2.44000 -6.40363  -0.242
O4 1.53638 3.58327 -5.75601  -0.167
N6 -1.93673 1.85110 -4.67506  -0.374
I1 -1.32399 3.70611 -3.92880  1.194
H1 -2.31315 0.15074 3.25375  0.037
H2 -0.97850 1.90791 2.34617  0.042
H3 -0.77580 0.41920 1.66798  0.087
H4 -4.31928 2.34633 1.15654  0.117
H5 -2.17314 3.06906 -0.12597  0.109
H6 -2.55756 1.48926 -1.12703  0.117
H7 -4.81152 3.60307 -0.74076  0.118
H8 -3.49279 4.11115 -1.92659  0.052
H9 -5.80280 2.14311 -2.24008  0.124
H10 -4.31114 1.08316 -2.34213  0.111
H11 -4.27542 3.67681 -4.19895  0.083
H12 -5.51358 2.36803 -4.51049  0.111
H13 -5.61134 0.10664 -4.07134  0.083
H14 -5.80901 0.62875 -5.64516  0.096
H15 -3.69578 -2.20652 -7.37515  0.130
H16 -4.65194 -2.39270 -5.82952  0.115
H17 -1.82469 -3.77644 -6.36610  0.069
H18 -2.64050 -3.65238 -4.63272  0.134
H19 -3.86562 -5.60114 -5.30870  0.123
H20 -4.80799 -4.47351 -6.48492  0.121
H21 -2.66069 -4.78523 -8.08302  0.099
H22 -3.83814 -6.19207 -8.04835  0.121
H23 -0.82445 -6.15617 -8.91145  0.085
H24 -0.35272 -2.44914 -5.75118  0.122
H25 0.71787 -1.14902 -6.47370  0.095
H26 -1.82217 -1.90438 -8.23710  0.094
H27 -0.29443 -2.99605 -8.16563  0.107
H28 -0.84610 -0.35731 -9.60847  0.112
H29 0.71185 -0.19272 -8.56039  0.099
H30 0.15298 -2.89026 -10.29228  0.112
H31 0.66363 -1.39761 -11.22638  0.121
H32 1.99496 -2.57360 -8.77364  0.062
H33 2.61132 -1.31756 -9.71548  0.041
H34 1.30069 0.48078 -5.42188  0.086
H35 0.89579 1.76471 -4.17953  0.104
H36 1.62564 2.03815 -7.18588  0.123
H37 -0.09185 2.74160 -6.92689  0.121
H38 2.05609 4.09696 -6.41591  0.105
C21 3.79993 -4.50444 -2.43098  -0.056
C22 3.33797 -4.14577 -3.83077  -0.199
O5 3.16090 -2.72458 -3.95675  0.015
C23 4.27700 -2.01018 -4.21452  -0.366
O6 5.37554 -2.48676 -4.33663  0.168
C24 3.93614 -0.53065 -4.37117  -0.499
F1 3.08025 -0.08794 -3.42501  0.153
F2 3.34983 -0.27463 -5.56501  0.130
F3 5.01693 0.26554 -4.30073  0.164
H39 3.11147 -4.09944 -1.68449  0.085
H40 3.85658 -5.58789 -2.30922  0.088
H41 4.78424 -4.07959 -2.22150  0.079
H42 2.36357 -4.60309 -4.02269  0.127
H43 4.02648 -4.52444 -4.59027  0.128
C25 7.41808 0.43517 -6.74234  -0.055
C26 6.92559 -0.80474 -7.46457  -0.197
O7 5.91587 -0.46167 -8.42751  0.012
C27 6.36475 -0.02388 -9.62494  -0.365
O8 7.52709 0.09205 -9.91225  0.177
C28 5.19241 0.25583 -10.56174  -0.509
F4 4.18542 0.92497 -9.95289  0.135
F5 4.65340 -0.88432 -11.04449  0.151
F6 5.54226 0.99365 -11.62999  0.165
H44 6.57998 0.97755 -6.29653  0.069
H45 8.12542 0.16761 -5.95481  0.090
H46 7.91159 1.12200 -7.43375  0.080
H47 6.45880 -1.48488 -6.74668  0.112
H48 7.74828 -1.34860 -7.93522  0.130
C29 -1.39775 1.84057 8.70572  -0.057
C30 -2.33065 2.33009 7.61492  -0.184
O9 -1.58661 2.98282 6.57131  0.040
C31 -1.03479 2.17381 5.64643  -0.370
O10 -1.12706 0.97184 5.65113  0.156
C32 -0.32030 2.99669 4.57813  -0.497
F7 0.42174 3.99550 5.09619  0.164
F8 -1.19434 3.58175 3.71812  0.138
F9 0.52391 2.25743 3.81742  0.133
H49 -0.78332 2.66020 9.07713  0.090
H50 -1.96420 1.41784 9.53613  0.084
H51 -0.71890 1.07910 8.32545  0.075
H52 -3.01559 3.07353 8.02695  0.121
H53 -2.94030 1.51838 7.21414  0.120
C33 2.89234 1.16734 14.32381  -0.060
C34 2.39550 -0.09242 13.63977  -0.202
O11 1.37566 0.22262 12.67887  0.027
C35 1.81048 0.62836 11.46818  -0.354
O12 2.97115 0.73898 11.16526  0.164
C36 0.62868 0.88082 10.53579  -0.498
F10 -0.36969 1.56074 11.13580  0.147
F11 0.08654 -0.27256 10.08732  0.160
F12 0.97256 1.59375 9.43755  0.091
H54 2.05744 1.71953 14.76346  0.084
H55 3.60827 0.92233 15.11094  0.085
H56 3.37722 1.83667 13.60954  0.078
H57 1.93758 -0.75401 14.37976  0.128
H58 3.21471 -0.64694 13.17535  0.127
C37 -5.56525 4.03455 12.88286  -0.061
C38 -6.26600 2.72100 12.59063  -0.203
O13 -6.54020 2.59571 11.18674  0.026
C39 -5.52247 2.14541 10.42422  -0.360
O14 -4.43192 1.85694 10.84808  0.160
C40 -5.96500 2.01486 8.96941  -0.498
F13 -6.67979 3.07761 8.54459  0.160
F14 -6.74613 0.93107 8.77740  0.164
F15 -4.92601 1.89210 8.11892  0.132
H59 -6.14619 4.87416 12.49199  0.085
H60 -5.42896 4.16845 13.95790  0.085
H61 -4.58543 4.07232 12.40129  0.076
H62 -7.23121 2.69956 13.10333  0.128
H63 -5.68858 1.86794 12.95558  0.126
C41 2.89629 1.37213 7.05155  -0.050
C42 3.34886 0.14954 7.82701  -0.202
O15 4.14811 -0.70741 6.99732  0.026
C43 5.45260 -0.37567 6.88878  -0.365
O16 5.95903 0.57214 7.43157  0.170
C44 6.18953 -1.39355 6.02224  -0.511
F16 5.50119 -1.72255 4.90760  0.150
F17 6.41393 -2.54754 6.68713  0.156
F18 7.39158 -0.95119 5.60887  0.157
H64 2.38038 1.07504 6.13373  0.080
H65 2.22312 1.98335 7.65309  0.065
H66 3.74925 1.98622 6.75356  0.083
H67 2.47568 -0.43310 8.13345  0.123
H68 3.88547 0.42756 8.73713  0.114